{"formula": "C5H10NO", "method": "the ωB97M-V functional and the def2-TZVPD basis", "molar_mass_da": 100.14, "charge": -1, "lumo_energy_ha": 0.1123, "homo_lumo_gap_ev": 5.8, "de_lowest_kj_mol": 584.8, "max_force_ev_per_a": 4.017, "elements": ["O", "N", "C", "C", "C", "C", "C", "H", "H", "H", "H", "H", "H", "H", "H", "H", "H"], "coordinates": [[3.4250, 0.5592, -0.3946], [-3.5210, 0.6988, -0.4405], [2.5580, 0.0892, 0.5708], [-2.5398, -0.1988, 0.1902], [-0.1122, -0.8293, 0.1241], [-1.1836, 0.0996, 0.0560], [1.3424, -0.4548, -0.3045], [1.7777, -1.2847, -0.9677], [2.1400, 0.8703, 1.2367], [-2.7952, -1.1143, 0.8136], [2.9440, -0.9520, 1.1252], [-0.9539, 1.0821, -0.4624], [1.2173, -0.6808, 1.9474], [1.1299, 0.2582, -1.1198], [-3.6040, 1.6246, 0.0485], [-4.5093, 0.4072, -0.5255], [-0.4879, -1.8119, 0.3247]]}

{"formula": "C3H4IN3O2", "method": "the ωB97M-V functional and the def2-TZVPD basis", "molar_mass_da": 240.99, "lumo_energy_ha": -0.0023, "homo_lumo_gap_ev": 9.1, "de_lowest_kj_mol": 2.7, "max_force_ev_per_a": 5.168, "elements": ["I", "O", "O", "N", "N", "N", "C", "C", "C", "H", "H", "H", "H"], "coordinates": [[3.2080, -0.3970, 0.4198], [0.8561, 1.4925, 0.7349], [-3.0776, -1.5410, 0.1890], [-1.1708, -0.2745, 0.2575], [0.3668, -1.8395, 0.1510], [-0.8619, -2.4326, 0.1137], [1.2119, 0.4025, 0.0371], [0.1561, -0.5840, 0.1539], [-1.8565, -1.5101, 0.2008], [-1.0152, -3.3567, -0.1469], [1.2578, 0.7002, -1.4518], [-1.5877, 0.6142, -0.0682], [1.2213, 2.3219, 0.5423]]}

{"formula": "C38H33Cl3N6O4S3Tc", "method": "the ωB97M-V functional and the def2-TZVPD basis", "s_squared": 3.78, "molar_mass_da": 938.28, "charge": 2, "lumo_energy_ha": [-0.2132, -0.2776], "spin_multiplicity": 4, "homo_lumo_gap_ev": [7.6, 5.9], "de_lowest_kj_mol": 55.8, "max_force_ev_per_a": 1.716, "elements": ["Tc", "Cl", "Cl", "Cl", "S", "S", "S", "O", "O", "O", "O", "N", "N", "N", "N", "N", "N", "C", "C", "C", "C", "C", "C", "C", "C", "C", "C", "C", "C", "C", "C", "C", "C", "C", "C", "C", "C", "C", "C", "C", "C", "C", "C", "C", "C", "C", "C", "C", "C", "C", "C", "C", "C", "C", "C", "H", "H", "H", "H", "H", "H", "H", "H", "H", "H", "H", "H", "H", "H", "H", "H", "H", "H", "H", "H", "H", "H", "H", "H", "H", "H", "H", "H", "H", "H", "H", "H", "H"], "coordinates": [[0.4230, -0.1168, 0.0359], [2.5974, -0.6649, 0.9256], [6.5450, 2.8621, 1.9854], [2.5621, 4.1312, -1.3971], [-0.9104, -2.1502, 2.3200], [0.2086, 1.1608, 2.1783], [-2.7761, -0.0048, 0.0069], [1.5032, 1.4457, -0.6497], [-3.2180, -1.3338, -0.2996], [-2.4458, 0.2739, 1.3771], [-0.2922, -1.8087, 0.9375], [-0.6483, 3.5646, -0.1475], [-1.3561, 0.2901, -0.8580], [-0.4070, 3.4813, 3.3178], [-0.7461, 4.7684, 3.1359], [-0.5232, 3.7240, 1.2213], [0.7293, -0.8700, -1.8952], [-1.1868, -0.4069, -5.0148], [-3.7144, 2.4928, -0.6681], [-3.4227, -2.9607, 3.9014], [1.8258, -1.4630, -2.3475], [-0.2413, -0.5149, -2.7867], [-3.2147, -5.4942, 5.0067], [-1.1542, 6.1633, 1.1320], [-2.6711, -3.9421, 3.2487], [-0.1081, -0.7465, -4.1719], [5.0930, 2.4389, 1.1806], [-2.5799, -5.2127, 3.8063], [-4.7510, 3.3863, -0.8830], [-2.3352, 0.1027, -4.4743], [4.4748, 3.3431, 0.3250], [1.0914, -1.3377, -4.6182], [-1.4079, 0.0737, -2.2441], [1.5145, -4.4198, 1.4616], [-0.2553, 2.8027, 2.1713], [-0.8239, 4.9174, 1.8544], [0.5272, -2.9025, 3.2115], [4.5365, 1.1853, 1.3836], [2.0460, -1.7051, -3.7032], [1.9702, -5.6605, 1.0477], [-5.3392, 0.7054, -0.3969], [-3.9443, -4.5112, 5.6590], [-2.4605, 0.3417, -3.0964], [-1.9730, -3.5874, 1.9646], [1.0139, -4.2429, 2.7524], [1.9450, -6.7366, 1.9248], [2.6653, 1.7715, -0.0969], [-4.0308, 1.1641, -0.4264], [1.4457, -6.5697, 3.2073], [3.2917, 3.0117, -0.3077], [-6.3654, 1.6094, -0.6233], [-4.0543, -3.2451, 5.0999], [-6.0691, 2.9449, -0.8586], [0.9762, -5.3308, 3.6183], [3.3529, 0.8922, 0.7448], [-0.1800, 4.3352, -0.6066], [2.5667, -1.7592, -1.6165], [4.9230, 4.3124, 0.1554], [2.9686, -2.1766, -4.0080], [1.2529, -1.4938, -5.6773], [-4.6357, -2.4817, 5.5998], [-3.3816, 0.7507, -2.7108], [-1.4481, 6.9171, 1.8571], [-3.5039, -1.9757, 3.4535], [-7.3931, 1.2743, -0.6134], [-0.2898, 6.5387, 0.5801], [5.0156, 0.4588, 2.0259], [-1.1016, -0.5692, -6.0808], [-0.1994, 2.7070, -0.4321], [0.2112, -2.9232, 4.2553], [-1.9678, 5.9958, 0.4253], [-2.0261, -5.9862, 3.2915], [1.5315, -3.5767, 0.7812], [1.4224, -7.4066, 3.8928], [-2.6640, -3.2098, 1.2125], [1.2996, -2.1379, 3.1022], [-5.5348, -0.3422, -0.2086], [-3.1427, -6.4859, 5.4333], [-0.2963, 3.1062, 4.2467], [-3.1722, 0.3298, -5.1203], [-4.4334, -4.7315, 6.5981], [2.3416, -5.7967, 0.0406], [-1.3620, -4.3859, 1.5508], [2.3247, -7.6990, 1.6098], [-4.5395, 4.4317, -1.0636], [0.5970, -5.2075, 4.6252], [-6.8740, 3.6473, -1.0292], [-2.6786, 2.8064, -0.7070]]}

{"formula": "C16H16Cl3OTi", "method": "the ωB97M-V functional and the def2-TZVPD basis", "molar_mass_da": 378.53, "charge": 1, "lumo_energy_ha": -0.1498, "homo_lumo_gap_ev": 7.6, "max_force_ev_per_a": 0.596, "elements": ["Ti", "Cl", "Cl", "Cl", "O", "C", "C", "C", "C", "C", "C", "C", "C", "C", "C", "C", "C", "C", "C", "C", "C", "H", "H", "H", "H", "H", "H", "H", "H", "H", "H", "H", "H", "H", "H", "H", "H"], "coordinates": [[0.1230, -0.2749, 0.4197], [2.2623, -0.4895, -1.1784], [6.6443, 2.6584, -0.6478], [2.3062, 3.3733, 2.4751], [1.2295, 1.0826, 0.8814], [-0.4846, -2.5344, 0.8970], [-1.3829, -1.1807, -0.9788], [-4.3124, -0.0970, -1.3770], [3.1227, 2.5349, 1.2159], [-2.4571, 1.6208, -1.4807], [4.4261, 1.1496, -0.8411], [2.4674, 1.4843, 0.5810], [-3.1736, 0.5841, -0.6126], [-0.6254, -2.2961, -0.4632], [-0.9789, -1.5264, 1.7759], [0.2969, -3.6930, 1.4362], [4.4064, 2.8906, 0.8355], [3.1523, 0.8258, -0.4354], [5.0475, 2.2036, -0.1837], [-2.2081, -0.4541, -0.0962], [-1.9496, -0.5812, 1.2749], [-2.4757, 0.0486, 1.9803], [1.0843, -3.3546, 2.1114], [-0.3663, -4.3393, 2.0127], [-0.8347, -1.6182, 2.8435], [-1.5018, -1.0779, -2.0473], [-3.1572, 2.3996, -1.7802], [4.9022, 3.7082, 1.3392], [-3.9362, -0.6109, -2.2634], [-4.8305, -0.8261, -0.7538], [-2.0526, 1.1727, -2.3891], [-1.6391, 2.1046, -0.9380], [-5.0380, 0.6464, -1.7048], [-3.5944, 1.0936, 0.2569], [0.7432, -4.2813, 0.6378], [4.9287, 0.6139, -1.6330], [-0.1438, -2.9600, -1.1698]]}

{"formula": "C15H14MoN10OS", "method": "the ωB97M-V functional and the def2-TZVPD basis", "s_squared": 2.02, "molar_mass_da": 478.35, "charge": 2, "lumo_energy_ha": [-0.2951, -0.3122], "spin_multiplicity": 3, "homo_lumo_gap_ev": [7.0, 6.5], "de_lowest_kj_mol": 11.4, "max_force_ev_per_a": 0.845, "elements": ["Mo", "S", "O", "N", "N", "N", "N", "N", "N", "N", "N", "N", "N", "C", "C", "C", "C", "C", "C", "C", "C", "C", "C", "C", "C", "C", "C", "C", "H", "H", "H", "H", "H", "H", "H", "H", "H", "H", "H", "H", "H", "H"], "coordinates": [[-0.0720, -0.2484, 0.7008], [0.2766, 0.1423, 2.9818], [0.0604, -2.2634, 0.8071], [2.6139, -0.1015, 4.1785], [-4.4333, -1.6661, 0.1255], [-1.7337, -5.3545, 0.4901], [2.7579, -0.2869, 1.9194], [-1.2018, -1.9724, 0.6571], [-1.6388, 1.1901, 0.5068], [0.5183, -0.4276, -1.4155], [-2.4195, 3.8044, 0.5581], [-4.6142, 3.1603, 0.6942], [2.0436, -0.2987, 0.7544], [-2.9254, 1.4559, 0.6057], [-0.2905, -0.4788, -2.4759], [-0.7321, 2.1691, 0.4392], [-1.1417, 3.4944, 0.4786], [-2.1571, -2.8160, 0.4949], [4.1547, -0.6476, -0.4356], [0.1879, -0.6773, -3.7605], [1.5510, -0.8254, -3.9426], [2.6813, -0.4843, -0.3632], [-1.9235, -4.2230, 0.4987], [1.8555, -0.5582, -1.5856], [-3.4517, -2.2293, 0.3124], [-3.3307, 2.8205, 0.6154], [2.3984, -0.7613, -2.8412], [2.0264, -0.1206, 2.9863], [4.5713, -0.0066, -1.2127], [3.4650, -0.8721, -2.9661], [4.6161, -0.4139, 0.5165], [-1.3505, -0.3614, -2.2847], [-3.6186, 0.6294, 0.6726], [4.3878, -1.6843, -0.6948], [-4.8553, 4.1393, 0.7141], [1.9596, -0.9878, -4.9308], [-0.4226, 4.3027, 0.4337], [0.3453, 1.9120, 0.3488], [2.0863, 0.0173, 5.0257], [3.6118, -0.2340, 4.2391], [-0.5026, -0.7171, -4.5904], [-5.3534, 2.4806, 0.7439]]}

{"formula": "C6H25NO7", "method": "the ωB97M-V functional and the def2-TZVPD basis", "smiles": "C=CNC/C=C/C.O.O.O.O.O.O.O", "molar_mass_da": 223.27, "lumo_energy_ha": 0.0137, "homo_lumo_gap_ev": 8.2, "de_lowest_kj_mol": 127.0, "max_force_ev_per_a": 0.545, "elements": ["O", "O", "O", "O", "O", "O", "O", "N", "C", "C", "C", "C", "C", "C", "H", "H", "H", "H", "H", "H", "H", "H", "H", "H", "H", "H", "H", "H", "H", "H", "H", "H", "H", "H", "H", "H", "H", "H", "H"], "coordinates": [[-1.5602, 0.2045, -0.9222], [1.1020, 2.5282, 1.5348], [-2.1236, -1.9524, -2.6831], [-0.6480, 0.7692, 3.0234], [-2.7667, 1.2628, 1.3523], [-0.8402, 2.7802, -0.2553], [2.0772, -0.0871, 2.0135], [0.7935, -2.4614, 0.0882], [-0.5531, -2.6321, 0.3297], [1.3364, 0.2953, -2.0745], [1.7837, -0.6600, -1.2678], [1.2563, -2.0652, -1.2502], [1.9194, 1.6760, -2.1064], [-1.1341, -2.5345, 1.5298], [-2.2098, 0.3911, -0.2076], [-1.1455, -2.9088, -0.5383], [0.4402, -2.2060, -1.9594], [1.3227, -2.0410, 0.8412], [-1.9931, -1.1422, -2.1409], [1.7904, 0.8296, 1.8089], [2.0539, -2.7515, -1.5332], [2.6394, -0.4706, -0.6210], [-0.1702, -0.0014, 2.6837], [-0.5864, -2.2630, 2.4286], [2.8876, 1.7258, -1.6191], [1.8701, 2.9707, 1.1600], [-3.6046, 1.1170, 1.8017], [0.5013, 0.1114, -2.7480], [2.4387, -0.0612, 2.9036], [1.2296, 2.4118, -1.6946], [0.3778, 2.6504, 0.8718], [-1.6399, 2.8333, 0.2884], [-0.0403, 1.5037, 2.8399], [2.0789, 2.0085, -3.1306], [-0.8327, -0.2528, -0.4747], [-2.8450, -1.7542, -3.2854], [-2.0736, 1.0436, 2.0331], [-0.9590, 1.9224, -0.7045], [-2.1735, -2.7901, 1.6842]]}

| no. | E (eV) |
| --- | --- |
| 1 | -8878.057 |
| 2 | -19839.908 |
| 3 | -129330.576 |
| 4 | -79576.933 |
| 5 | -45404.600 |
| 6 | -22450.687 |